[1]
Below is C35H79AlIO13 as an isolated structure at a distorted geometry, with properties calculated with ωB97M-V/def2-TZVPD.

Structure (ORCA input):
```
! RIJCOSX wB97M-V def2-TZVPD def2/J DEFGRID3
* xyz -1 1
C -7.25230 6.83216 5.80148
C -6.14874 6.45682 4.78367
C -5.04439 5.57491 5.36330
C -4.51375 6.05120 6.73187
C -4.59037 5.00219 7.85168
C -3.32045 4.14095 7.98832
C -2.99216 3.45601 6.65164
C -1.89639 2.41138 6.78740
C -1.53830 1.65132 5.48177
C -1.84446 2.39151 4.15607
Al -3.48884 1.77807 3.14056
C -3.07282 0.19941 1.88256
C -3.53467 0.55507 0.42345
C -2.35888 1.17771 -0.26684
O -2.01446 2.30752 -0.14597
O -1.60183 0.32136 -1.07699
C -5.13032 1.40107 4.30958
C -5.04811 0.17361 5.13529
O -4.25945 -0.71101 5.04677
I -6.61866 -0.07099 6.71574
H -7.28127 6.09866 6.60251
H -7.02705 7.80899 6.22281
H -8.21508 6.87480 5.30163
H -5.73018 7.36045 4.34252
H -6.63644 5.93221 3.96327
H -5.35761 4.53542 5.39332
H -4.22950 5.59682 4.64124
H -3.45636 6.28060 6.58687
H -4.97675 6.98166 7.04816
H -4.68127 5.54607 8.79466
H -5.44857 4.34214 7.74045
H -2.49092 4.74584 8.35088
H -3.58789 3.33602 8.67470
H -2.73631 4.24790 5.95736
H -3.90650 2.94125 6.35866
H -1.00483 2.86098 7.23019
H -2.26172 1.66910 7.50078
H -1.98058 0.65733 5.53095
H -0.45826 1.48583 5.51178
H -1.89543 3.47519 4.25687
H -1.00089 2.19465 3.48745
H -3.91962 3.00887 2.17146
H -3.56238 -0.70897 2.23232
H -1.98608 0.07584 1.90580
H -3.92512 -0.30408 -0.11631
H -4.26513 1.35377 0.52119
H -1.18363 -0.30104 -0.47115
H -5.96636 1.21599 3.62410
H -5.45551 2.24536 4.91267
C 0.82827 2.58527 0.58395
O 1.82032 2.72989 1.59208
C 3.06433 2.97295 0.99673
C 3.38569 4.45396 0.96640
O 2.47311 5.18505 0.16369
C 1.43142 5.79086 0.91234
H -0.14772 2.72321 1.03391
H 0.95537 3.31838 -0.21455
H 0.88001 1.57691 0.15802
H 3.09031 2.54381 -0.00895
H 3.82585 2.46281 1.59771
H 4.37796 4.58726 0.52142
H 3.41552 4.86235 1.98238
H 1.78654 6.72279 1.36833
H 1.05249 5.13101 1.69448
H 0.61661 6.02033 0.22750
C 5.05255 -0.94661 -3.26753
O 5.06460 -1.93221 -2.27181
C 5.46490 -1.39204 -1.02247
C 4.27943 -0.99516 -0.17159
O 3.58919 0.06296 -0.83877
C 2.47063 -0.37261 -1.59885
H 4.43028 -1.29982 -4.08957
H 4.63527 -0.01259 -2.88626
H 6.06295 -0.76328 -3.65121
H 6.11392 -0.52163 -1.16158
H 6.04627 -2.17056 -0.51826
H 4.63265 -0.61111 0.79066
H 3.62546 -1.84725 0.04137
H 1.60553 -0.52541 -0.94529
H 2.67954 -1.29930 -2.13886
H 2.23178 0.40728 -2.32055
C -2.39725 -5.04177 -1.19646
O -1.51292 -6.15255 -1.21295
C -0.14278 -5.77956 -1.22846
C 0.47897 -5.81502 0.15704
O -0.08885 -4.88878 1.04959
C -1.07276 -5.51204 1.87987
H -3.36880 -5.39401 -0.85195
H -2.05560 -4.24768 -0.53132
H -2.51024 -4.63791 -2.20936
H -0.02230 -4.79191 -1.68381
H 0.37981 -6.50407 -1.85993
H 1.53846 -5.55611 0.05907
H 0.41500 -6.82222 0.58173
H -0.58540 -6.04444 2.70336
H -1.69235 -6.21355 1.31704
H -1.70939 -4.74438 2.29285
C 3.46516 -6.79815 -6.08147
O 2.37088 -6.21567 -6.76804
C 1.12347 -6.43599 -6.12496
C 0.70672 -5.25946 -5.26665
O 1.59669 -5.04436 -4.18627
C 2.56775 -4.03911 -4.49215
H 4.37589 -6.31412 -6.43292
H 3.39113 -6.66634 -5.00076
H 3.52622 -7.86779 -6.31150
H 1.15617 -7.35353 -5.52907
H 0.37787 -6.57340 -6.91382
H -0.27489 -5.47575 -4.83276
H 0.61207 -4.35267 -5.87364
H 2.13196 -3.04244 -4.35774
H 2.94507 -4.12804 -5.51341
H 3.40290 -4.15213 -3.80120
C 2.73034 -1.53028 -7.24055
O 4.02900 -1.81216 -6.76499
C 4.71762 -2.78289 -7.53844
C 5.66301 -2.15187 -8.54072
O 4.97861 -1.38467 -9.51846
C 4.95150 0.00184 -9.22605
H 2.40684 -0.57878 -6.81948
H 2.66404 -1.46610 -8.32785
H 2.05887 -2.32223 -6.89170
H 4.00629 -3.44578 -8.04163
H 5.30554 -3.38810 -6.84099
H 6.18693 -2.95163 -9.07299
H 6.41424 -1.54017 -8.03068
H 5.89919 0.46840 -9.51645
H 4.76911 0.19356 -8.16691
H 4.14577 0.45044 -9.80543
*
```

Its lowest unoccupied orbital energy is 1.869 eV. As for the frontier orbital gap: 6.93 eV. The electronic energy is -78886.776 eV.



[2]
Below is C35H79FIN6O11P3S3 as an isolated structure at a distorted geometry, with properties calculated with ωB97M-V/def2-TZVPD.

Structure (ORCA input):
```
! RIJCOSX wB97M-V def2-TZVPD def2/J DEFGRID3
* xyz 0 1
C 2.54180 0.59228 1.31973
C 1.01862 0.90717 1.23816
C 0.68402 2.20519 0.44075
C 1.59450 2.46577 -0.78484
C 1.22172 1.53862 -2.00417
C 2.47244 1.28607 -2.89735
C 2.43246 -0.09211 -3.64210
C 2.25515 -1.26577 -2.62386
C 3.00134 -2.58260 -3.01927
C 4.19476 -2.98123 -2.09307
C 3.84590 -2.95110 -0.57063
C 2.56102 -3.78255 -0.25783
C 1.36132 -2.92499 0.24058
C 0.04135 -3.73273 -0.05735
C -1.16956 -2.89181 0.46230
C -2.31047 -2.69038 -0.60354
C -2.71305 -4.00559 -1.36012
P -2.92694 -5.49449 -0.21274
O -3.21935 -5.00797 1.34210
O -1.52845 -6.39289 -0.19643
S -4.34925 -6.69067 -0.69146
C -3.89633 -3.80878 -2.36030
I -3.74495 -1.91798 -3.47994
S -3.83900 -5.11367 -3.72105
O -2.83664 -6.07980 -3.43384
O -3.70790 -4.51865 -4.99481
F -5.24221 -5.83445 -3.59174
O -5.15383 -3.75127 -1.71863
S -5.19467 -2.81990 -0.35764
O -6.11204 -1.73725 -0.61066
O -5.73608 -3.60611 0.69899
C -3.59677 -2.05298 0.05837
C -3.64474 -0.50995 -0.20594
C -4.37144 0.24014 0.97974
C -5.16954 1.45318 0.43191
C -6.40204 1.78371 1.30666
O -6.34502 1.92843 2.46674
O -7.61039 1.95727 0.68426
H 3.14860 1.51022 1.41871
H 2.81396 0.03318 0.40576
H 2.76918 -0.06659 2.17574
H 0.64516 1.05187 2.27216
H 0.48482 0.02351 0.83442
H -0.38363 2.17381 0.13685
H 0.78235 3.07842 1.11812
H 2.67229 2.44686 -0.56488
H 1.37223 3.49955 -1.12990
H 0.44895 2.05754 -2.59569
H 0.78126 0.62176 -1.57224
H 2.54757 2.07110 -3.67138
H 3.38092 1.32070 -2.26709
H 3.34367 -0.20603 -4.25864
H 1.58740 -0.01666 -4.35709
H 1.17336 -1.49607 -2.59921
H 2.53743 -0.86116 -1.63715
H 2.24561 -3.38431 -3.08620
H 3.42749 -2.44436 -4.03332
H 5.09829 -2.37474 -2.27856
H 4.44481 -4.03018 -2.35894
H 3.70317 -1.92919 -0.18312
H 4.69568 -3.40714 -0.02996
H 2.25180 -4.38148 -1.13736
H 2.79308 -4.50547 0.54935
H 1.42171 -2.86968 1.34467
H 1.27651 -1.93988 -0.24326
H 0.11739 -4.64607 0.55286
H 0.04187 -3.91009 -1.14684
H -0.76703 -1.86486 0.60792
H -1.55539 -3.19529 1.44700
H -1.89340 -1.91685 -1.27309
H -1.84598 -4.26891 -2.00157
H -2.55472 -5.50488 1.86053
H -1.06636 -6.11249 -1.00995
H -3.47919 -2.14736 1.15551
H -2.60039 -0.14534 -0.21606
H -4.20693 -0.25639 -1.11142
H -5.13141 -0.47211 1.35331
H -3.65686 0.50608 1.77233
H -4.52368 2.34352 0.31307
H -5.57357 1.25055 -0.58354
H -7.51620 1.61994 -0.22303
O 3.85493 -0.43467 4.37350
P 4.63313 0.30531 5.45487
N 5.77797 -0.96719 5.70637
C 6.34026 -1.44266 6.94916
C 6.69474 -1.19947 4.59236
N 3.31798 0.27210 6.60335
C 3.20329 -0.76971 7.60993
C 1.99577 0.44367 5.99433
N 5.48412 1.40317 6.49118
C 6.73132 1.95149 5.96424
C 5.27452 1.70099 7.89121
H 7.10848 -0.77375 7.36275
H 6.81835 -2.41291 6.79431
H 5.59466 -1.62833 7.71467
H 7.48262 -0.43618 4.54837
H 6.16149 -1.18618 3.63996
H 7.17217 -2.17821 4.66469
H 3.21043 -1.77794 7.17668
H 2.28108 -0.64782 8.18342
H 3.98832 -0.68985 8.36319
H 1.62610 -0.48750 5.54977
H 2.01644 1.20716 5.21644
H 1.27229 0.76774 6.74759
H 7.59836 1.36781 6.29532
H 6.87922 2.98785 6.27580
H 6.72042 1.95447 4.87287
H 5.65882 0.90544 8.53623
H 4.22781 1.88300 8.12505
H 5.79387 2.62040 8.17543
O -2.53776 1.77627 -4.60407
P -2.68280 3.17764 -4.02077
N -4.34208 3.35626 -4.47926
C -5.01447 4.52466 -4.99949
C -5.27522 2.48969 -3.76359
N -1.58147 3.90542 -5.16317
C -2.04934 4.53156 -6.38883
C -0.44004 3.05406 -5.51322
N -2.67862 4.65026 -3.10800
C -3.39366 4.62065 -1.83467
C -2.26592 5.97985 -3.50188
H -5.22469 5.28281 -4.23182
H -5.97659 4.23907 -5.43142
H -4.48161 4.99810 -5.81683
H -5.46870 2.85418 -2.74492
H -4.88326 1.47294 -3.68710
H -6.23071 2.41266 -4.28507
H -2.66605 3.85876 -6.99773
H -1.20351 4.86596 -6.99445
H -2.60125 5.45051 -6.18613
H -0.70737 2.29773 -6.25951
H -0.04733 2.54142 -4.63606
H 0.37149 3.66112 -5.92446
H -4.42104 4.98853 -1.94163
H -2.89238 5.22615 -1.07634
H -3.43614 3.60313 -1.44088
H -3.01071 6.46161 -4.14193
H -1.30050 5.98366 -4.00317
H -2.13486 6.62189 -2.62646
*
```

Its lowest unoccupied orbital energy is -0.786 eV. As for the frontier orbital gap: 7.56 eV. The electronic energy is -140224.259 eV.